*P*
ORCA calculation (wB97M-V/def2-TZVPD) on a gas-phase ion, C2NO4 (charge -1).

```
7
Properties=species:S:1:pos:R:3
C -1.54 -0.61 0.33
C 0.57 0.71 -0.01
N -0.46 -0.29 -0.06
O -2.63 -1.02 0.43
O 0.30 1.88 0.17
O 2.05 -1.00 -0.50
O 1.72 0.33 -0.36
```

Summary:
Kohn-Sham gap = 7.02 eV
SMILES string = O=C=NC(=O)O[O-]
net charge = -1

Here are the Mulliken charges for atoms 1 to 4, given in e: 0.5388 0.6178 -0.1619 -0.5194

=====

*Q*
ORCA calculation (wB97M-V/def2-TZVPD) on 2 unconnected molecules or ions with the total composition C2NO4.

```
7
Properties=species:S:1:pos:R:3
C -0.20 1.29 0.89
C 0.25 -1.63 -1.05
N -0.54 0.30 0.21
O 0.38 -1.33 -2.15
O 0.55 1.91 2.34
O 0.30 -2.20 -0.04
O -0.68 1.76 -0.25
```

Summary:
Kohn-Sham gap = 7.86 eV
net charge = -1

Here are the Mulliken charges for atoms 1 to 4, given in e: 0.5993 0.7919 -0.4968 -0.4023

=====

Energies relative to the minimum, kcal/mol: *P* 0.0; *Q* 51.7

=====

*P*
ORCA calculation (wB97M-V/def2-TZVPD) on a molecular structure, C5H13N2.

```
20
Properties=species:S:1:pos:R:3
C 0.58 2.04 0.28
C 1.66 2.59 0.79
N -0.62 1.80 1.07
H 0.51 1.70 -0.74
H 2.53 2.77 0.18
H 1.68 2.91 1.82
H -0.47 2.09 2.03
H -1.43 2.30 0.71
H -0.88 0.59 1.08
C 0.40 -2.32 -2.09
C -0.56 -1.70 -1.12
C -0.24 -1.42 0.13
N -1.14 -0.76 1.06
H 1.38 -2.46 -1.62
H 0.02 -3.29 -2.41
H 0.51 -1.69 -2.97
H -1.54 -1.41 -1.50
H 0.72 -1.69 0.55
H -1.03 -1.17 1.99
H -2.10 -0.90 0.78
```

Summary:
Kohn-Sham gap = 10.13 eV
net charge = +1

Here are the Mulliken charges for atoms 1 to 4, given in e: 0.0661 -0.7707 -0.4498 0.3775

=====

*Q*
ORCA calculation (wB97M-V/def2-TZVPD) on a gas-phase ion, C5H13N2 (charge +1).

```
20
Properties=species:S:1:pos:R:3
C -0.40 -0.43 1.80
C 0.09 0.52 0.70
C -0.36 0.26 -0.73
C -0.32 1.37 -1.62
C 1.91 -0.89 -1.29
N 0.51 -1.01 -1.41
N -1.49 0.22 2.47
H -0.75 -1.27 1.18
H 0.46 -0.67 2.54
H 1.17 0.39 0.49
H -0.12 1.60 0.91
H -1.10 1.53 -2.33
H 0.17 2.21 -1.15
H 2.37 -1.14 -0.28
H 2.46 -1.54 -2.07
H 2.31 0.05 -1.70
H 0.06 -0.76 -2.33
H -2.08 -0.48 2.98
H -2.09 0.82 1.99
H -1.47 -0.08 -0.79
```

Summary:
Kohn-Sham gap = 4.63 eV
net charge = +1

Here are the Mulliken charges for atoms 1 to 4, given in e: -0.2794 -0.9870 0.0379 -0.3604

=====

*R*
ORCA calculation (wB97M-V/def2-TZVPD) on 2 unconnected molecules or ions with the total composition C5H13N2.

```
20
Properties=species:S:1:pos:R:3
C 0.68 0.76 -2.70
C 1.11 0.11 1.14
C -0.96 0.30 2.25
C -0.21 -1.94 1.66
C 0.01 -0.54 1.56
N 0.20 1.01 -3.89
N 0.06 0.77 -1.53
H 1.68 0.45 -2.70
H 1.94 -0.49 0.76
H 0.53 0.53 -0.58
H 1.24 1.14 1.51
H -1.75 -0.26 2.62
H -1.40 0.95 1.45
H -0.56 0.88 3.05
H 0.50 -2.69 1.16
H -0.24 -2.30 2.73
H -1.22 -2.30 1.34
H 0.91 1.21 -4.61
H -0.71 1.20 -4.11
H -0.84 1.15 -1.63
```

Summary:
Kohn-Sham gap = 9.48 eV
net charge = +1

Here are the Mulliken charges for atoms 1 to 4, given in e: 0.1855 -1.5394 -1.2810 -1.3644

=====

*S*
ORCA calculation (wB97M-V/def2-TZVPD) on a gas-phase ion, C5H13N2 (charge +1).

```
20
Properties=species:S:1:pos:R:3
C 0.61 0.40 0.27
C -0.72 -0.24 -0.03
C 0.77 1.87 0.11
C 1.69 -0.36 0.75
C -1.15 -1.63 0.45
N -1.93 0.47 -0.06
N -0.15 -0.39 -1.45
H -0.12 2.36 -0.18
H 1.60 2.05 -0.68
H 1.02 2.21 1.08
H 2.48 -0.16 -0.01
H 1.44 -1.40 0.84
H 2.15 0.23 1.60
H -0.81 -1.79 1.46
H -0.56 -2.50 -0.02
H -2.23 -1.79 0.30
H -1.81 1.48 0.09
H -2.58 0.08 -0.80
H -0.01 0.36 -2.07
H 0.32 -1.24 -1.66
```

Summary:
Kohn-Sham gap = 9.12 eV
net charge = +1

Here are the Mulliken charges for atoms 1 to 4, given in e: 0.7227 0.9926 -1.4622 -1.2310

=====

Energies relative to the minimum, kcal/mol: *P* 0.0; *Q* 116.2; *R* 3.4; *S* 29.7

=====

*P*
ORCA calculation (wB97M-V/def2-TZVPD) on a gas-phase ion, C5H13N2 (charge +1).

```
20
Properties=species:S:1:pos:R:3
C -1.40 -1.14 -0.99
C -0.74 -0.81 0.38
C -1.51 -0.11 1.50
C 2.17 1.18 -0.88
C 0.74 -0.48 0.37
N -1.07 -2.14 -0.10
N 0.83 0.92 -0.24
H -2.53 -0.98 -1.19
H -0.80 -1.06 -1.89
H -1.87 -0.77 2.32
H -2.39 0.26 1.09
H -1.01 0.77 1.97
H 2.27 0.64 -1.85
H 2.35 2.23 -1.05
H 2.98 0.92 -0.03
H 1.26 -1.08 -0.45
H 1.13 -0.56 1.40
H -1.68 -2.85 0.36
H 0.77 1.56 0.48
H 0.01 0.90 -0.89
```

Summary:
Kohn-Sham gap = 9.72 eV
SMILES string = C[NH2+]C[C@@]1(C)CN1
net charge = +1

Here are the Mulliken charges for atoms 1 to 4, given in e: -0.3937 0.5445 -1.3672 -0.8203

=====

*Q*
ORCA calculation (wB97M-V/def2-TZVPD) on a gas-phase ion, C5H13N2 (charge +1).

```
20
Properties=species:S:1:pos:R:3
C -1.86 -0.04 0.28
C -0.71 0.80 0.90
C 0.71 0.52 0.44
C 1.17 0.64 -0.88
N 0.65 -0.04 -1.99
C 1.77 0.05 1.42
N -1.38 -1.43 -0.19
H -2.19 0.50 -0.62
H -2.61 -0.38 1.02
H -0.64 0.47 1.95
H -0.91 1.86 1.01
H 1.80 1.49 -1.10
H 1.11 -0.77 -2.49
H 0.13 0.61 -2.59
H 1.70 -1.01 1.67
H 1.67 0.62 2.34
H 2.74 0.20 0.95
H -1.21 -1.95 0.67
H -0.38 -1.30 -0.52
H -2.11 -1.94 -0.67
```

Summary:
Kohn-Sham gap = 7.99 eV
SMILES string = C/C(=C/N)CC[NH3+]
net charge = +1

Here are the Mulliken charges for atoms 1 to 4, given in e: -0.6680 -0.5449 0.0969 -0.2215

=====

Energies relative to the minimum, kcal/mol: *P* 0.0; *Q* 23.1

=====

*P*
ORCA calculation (wB97M-V/def2-TZVPD) on 2 unconnected molecules or ions with the total composition C5H13N2.

```
20
Properties=species:S:1:pos:R:3
C 0.88 0.12 1.44
C 0.90 -1.32 0.84
C -0.38 0.36 0.59
C 0.48 1.70 -1.71
C -0.59 -1.36 -1.21
N -1.42 1.04 1.13
N -0.44 -1.10 0.28
H 0.80 0.24 2.43
H 1.66 0.73 1.27
H 1.77 -1.38 0.03
H 0.80 -2.10 1.68
H 1.46 1.30 -1.96
H 0.71 2.30 -0.76
H -0.35 2.07 -2.28
H 0.03 -2.13 -1.65
H -1.63 -1.71 -1.55
H -0.19 -0.49 -1.77
H -1.26 1.71 1.82
H -2.12 1.46 0.51
H -1.11 -1.45 0.86
```

Summary:
Kohn-Sham gap (alpha / beta) = 8.65 / 8.84 eV
net charge = +1

Here are the Mulliken charges for atoms 1 to 4, given in e: -0.7803 -0.4738 0.0229 -1.0404

=====

*Q*
ORCA calculation (wB97M-V/def2-TZVPD) on a gas-phase ion, C5H13N2 (charge +1).

```
20
Properties=species:S:1:pos:R:3
C -0.76 -1.55 1.04
C 0.56 -0.92 0.76
C 0.56 0.68 0.79
C -0.23 1.22 -0.33
C -1.63 1.34 -0.26
N 0.49 1.26 -1.61
N 1.05 -1.15 -0.59
H -1.64 -1.04 0.52
H -0.56 -2.56 0.84
H -0.95 -1.35 2.18
H 1.27 -1.24 1.52
H 1.57 1.24 0.84
H 0.09 1.11 1.58
H -2.21 1.13 0.61
H -2.13 1.76 -1.24
H 1.17 2.06 -1.42
H -0.24 1.50 -2.27
H 0.78 -2.06 -0.97
H 2.03 -0.98 -0.71
H 0.76 -0.45 -1.28
```

Summary:
Kohn-Sham gap = 9.95 eV
SMILES string = C=C(N)C[C@@H](C)[NH3+]
net charge = +1

Here are the Mulliken charges for atoms 1 to 4, given in e: -1.1549 0.1521 -1.2589 0.6203

=====

Energies relative to the minimum, kcal/mol: *P* 98.7; *Q* 0.0

=====

*P*
ORCA calculation (wB97M-V/def2-TZVPD) on a gas-phase ion, C5H13N2 (charge +1).

```
20
Properties=species:S:1:pos:R:3
C -1.26 1.56 0.54
C -0.65 0.68 1.64
C -0.70 -0.82 1.29
C 0.35 -1.43 0.61
N 1.23 -0.79 -0.33
C 1.52 -1.68 -1.47
N -0.56 1.69 -0.86
H -2.27 1.26 0.26
H -1.31 2.62 0.81
H 0.39 0.89 1.86
H -1.16 0.90 2.59
H -1.65 -1.25 1.02
H 0.52 -2.51 0.66
H 2.13 -0.55 0.11
H 1.63 -1.17 -2.43
H 2.43 -2.23 -1.24
H 0.67 -2.37 -1.64
H 0.15 2.42 -0.92
H -1.25 2.06 -1.53
H -0.18 0.72 -0.97
```

Summary:
Kohn-Sham gap = 8.97 eV
SMILES string = CN/C=C\CC[NH3+]
net charge = +1

Here are the Mulliken charges for atoms 1 to 4, given in e: -0.7067 -0.4244 -0.5029 -0.3100

=====

*Q*
ORCA calculation (wB97M-V/def2-TZVPD) on a gas-phase ion, C5H13N2 (charge +1).

```
20
Properties=species:S:1:pos:R:3
C 0.38 0.63 -1.40
C -0.64 0.58 -0.28
C -0.08 -0.30 0.84
C -0.50 -1.57 0.94
N -0.04 -2.52 1.82
C 0.78 0.40 1.83
N -0.22 1.30 -2.65
H 0.68 -0.36 -1.74
H 1.23 1.26 -1.15
H -1.63 0.21 -0.58
H -0.76 1.59 0.13
H -1.15 -1.97 0.17
H -0.57 -3.37 1.89
H 0.37 -2.22 2.69
H 0.27 1.08 2.51
H 1.51 1.08 1.38
H 1.38 -0.28 2.42
H -1.09 0.88 -2.99
H 0.48 1.33 -3.40
H -0.41 2.27 -2.43
```

Summary:
Kohn-Sham gap = 7.50 eV
SMILES string = C/C(=C\N)CC[NH3+]
net charge = +1

Here are the Mulliken charges for atoms 1 to 4, given in e: -0.4888 -0.8849 0.4509 -0.2440

=====

*R*
ORCA calculation (wB97M-V/def2-TZVPD) on a gas-phase ion, C5H13N2 (charge +1).

```
20
Properties=species:S:1:pos:R:3
C -0.24 2.25 -1.37
C 0.22 0.92 -0.77
C -0.83 -0.22 -0.69
C -0.41 -1.62 -0.42
C -0.11 -2.18 0.75
N 0.58 -1.62 1.91
N 0.92 1.02 0.64
H -1.21 2.32 -0.86
H 0.39 3.12 -1.19
H -0.64 2.03 -2.36
H 1.06 0.57 -1.39
H -1.66 0.20 -0.12
H -1.13 -0.27 -1.75
H -0.52 -2.34 -1.23
H -0.46 -3.20 0.92
H 1.19 -2.41 2.10
H -0.07 -1.59 2.71
H 0.76 0.10 1.11
H 1.88 1.32 0.80
H 0.28 1.59 1.21
```

Summary:
Kohn-Sham gap = 10.20 eV
SMILES string = C[C@@H]([NH3+])C/C=C\N
net charge = +1

Here are the Mulliken charges for atoms 1 to 4, given in e: -1.2511 0.1840 -0.7411 -0.5683

=====

*S*
ORCA calculation (wB97M-V/def2-TZVPD) on 2 unconnected molecules or ions with the total composition C5H13N2.

```
20
Properties=species:S:1:pos:R:3
N 2.29 0.13 0.01
C 0.99 0.40 0.10
C -0.29 -0.68 -0.10
C -0.62 -0.63 -1.53
C -1.33 -1.44 -2.30
C 0.78 0.71 1.68
N 1.55 1.85 1.95
H 2.66 -0.73 -0.49
H 0.51 1.34 -0.35
H 2.50 1.48 1.74
H -3.35 0.20 -0.91
H -1.07 -0.07 0.42
H -0.19 -1.66 0.46
H -0.21 0.27 -2.03
H -2.08 -2.12 -1.93
H -1.22 -1.24 -3.31
H -0.35 0.83 2.00
H 0.93 -0.27 2.15
H -3.00 -0.35 -0.58
H 1.48 1.98 3.03
```

Summary:
Kohn-Sham gap = 4.67 eV
net charge = +1

Here are the Mulliken charges for atoms 1 to 4, given in e: -0.3683 0.2487 -0.1337 -0.1373

=====

Energies relative to the minimum, kcal/mol: *P* 45.4; *Q* 0.0; *R* 25.1; *S* 183.3

=====

*P*
ORCA calculation (wB97M-V/def2-TZVPD) on 2 unconnected molecules or ions with the total composition C6H12N2.

```
20
Properties=species:S:1:pos:R:3
C 1.49 -1.51 1.14
C 1.10 -0.06 -1.48
C 1.43 -0.02 0.99
C 1.25 0.62 -0.16
H 1.53 0.55 1.91
H 1.23 1.70 -0.16
H 0.47 -1.91 1.23
H 1.95 -1.97 0.27
H 0.91 0.66 -2.27
H 2.00 -0.62 -1.74
H 2.04 -1.79 2.02
H 0.27 -0.77 -1.45
C -1.96 0.87 0.02
C -2.16 1.51 -1.13
N -1.84 -0.51 0.03
N -1.69 -1.13 1.07
H -1.65 -0.55 1.94
H -1.89 1.39 0.98
H -2.27 2.58 -1.17
H -2.22 0.96 -2.05
```

Summary:
Kohn-Sham gap = 9.11 eV
SMILES string = [H]/N=N\C=C.C/C=C\C

Here are the Mulliken charges for atoms 1 to 4, given in e: -1.0258 -1.3059 -0.1632 -0.1947

=====

*Q*
ORCA calculation (wB97M-V/def2-TZVPD) on a molecular structure, C6H12N2.

```
20
Properties=species:S:1:pos:R:3
C -1.74 -0.33 0.75
C -0.92 -0.97 -1.45
C 1.31 -0.64 1.52
N -0.64 -0.28 -0.20
C 0.50 1.18 -0.10
C 1.05 -0.13 0.12
C 0.47 2.44 -0.42
N 2.05 -0.40 -0.75
H 1.88 0.01 -1.66
H -2.65 0.06 0.29
H -1.93 -1.36 1.08
H -1.73 -0.47 -1.99
H -1.21 -2.01 -1.27
H -0.02 -0.99 -2.07
H -1.51 0.27 1.63
H 2.37 -0.55 1.74
H 1.04 -1.70 1.54
H 0.75 -0.12 2.30
H -0.47 2.98 -0.46
H 1.39 2.99 -0.58
```

Summary:
Kohn-Sham gap (alpha / beta) = 8.12 / 8.12 eV

Here are the Mulliken charges for atoms 1 to 4, given in e: -0.9937 -0.9613 -1.4594 0.1200

=====

Energies relative to the minimum, kcal/mol: *P* 0.0; *Q* 51.7